(1)
C21H47BN4O5Si2Sr as an isolated structure, computed with ωB97M-V/def2-TZVPD.

The geometry in ORCA input format:
```
! RIJCOSX wB97M-V def2-TZVPD def2/J DEFGRID3
* xyz 0 1
Sr 0.871 0.316 -0.202
C -1.647 5.391 0.704
N -0.426 4.610 0.808
C 0.818 5.365 0.788
C -0.396 3.282 0.641
O 0.660 2.650 0.575
C -1.738 2.570 0.537
O -1.530 1.187 0.340
C -2.367 0.332 1.090
C -1.902 0.278 2.547
O -1.122 1.121 2.959
N -2.418 -0.711 3.312
C -1.877 -0.904 4.645
C -3.144 -1.833 2.740
H -1.528 6.300 1.292
H -2.501 4.852 1.103
H -1.849 5.671 -0.333
H 0.787 6.125 1.569
H 0.950 5.850 -0.181
H 1.648 4.692 0.966
H -2.301 2.971 -0.313
H -2.298 2.748 1.456
H -2.299 -0.646 0.618
H -3.412 0.659 1.036
H -1.423 0.022 4.983
H -1.115 -1.690 4.643
H -2.676 -1.194 5.326
H -2.465 -2.561 2.286
H -3.864 -1.502 1.995
H -3.703 -2.323 3.535
O 0.019 -1.632 1.442
C 1.099 -1.875 1.958
O 1.889 -0.903 2.368
C 1.662 -3.263 2.144
N 3.028 -3.156 2.667
C 3.151 -4.039 3.845
C 1.960 -4.991 3.758
C 0.872 -4.095 3.169
H 1.648 -3.739 1.160
H 2.716 -1.402 2.654
H 3.695 -3.416 1.944
H 3.102 -3.447 4.762
H 4.113 -4.548 3.828
H 1.684 -5.418 4.721
H 2.182 -5.808 3.069
H 0.453 -3.449 3.945
H 0.054 -4.639 2.702
C -0.668 -1.989 -1.832
Si -0.879 -0.559 -3.075
C -2.655 0.048 -2.826
C -0.834 -1.411 -4.757
C 0.360 0.733 -2.764
Si 0.313 2.317 -3.667
C 1.939 2.595 -4.577
C 0.083 3.855 -2.569
C -1.081 2.523 -4.928
H -1.270 -2.847 -2.142
H -1.007 -1.750 -0.816
H 0.368 -2.337 -1.764
H -3.343 -0.798 -2.746
H -2.987 0.660 -3.666
H -2.744 0.651 -1.919
H -1.610 -2.179 -4.836
H 0.133 -1.896 -4.914
H -0.980 -0.699 -5.572
H 1.347 0.285 -2.977
H 2.784 2.541 -3.885
H 1.972 3.568 -5.073
H 2.091 1.823 -5.335
H 0.864 3.926 -1.809
H -0.890 3.817 -2.064
H 0.103 4.768 -3.171
H -1.121 1.710 -5.657
H -0.941 3.458 -5.478
H -2.057 2.578 -4.438
B 4.210 -3.665 -0.369
C 3.427 -2.292 -0.489
N 2.850 -1.289 -0.515
H 3.392 -4.502 -0.030
H 5.061 -3.509 0.490
H 4.710 -3.940 -1.429
*
```

## Properties
E_HOMO ... -6.94 eV
Orbital gap ... 7.13 eV
Energy relative to the best compared isomer or geometry (same formula, charge and spin) ... 6.5 kcal per mole

Löwdin atomic charge list, values in e, 4 entries: number 1, Sr, carries 1.4697; number 2, C, carries -0.0287; number 3, N, carries -0.1277; number 4, C, carries -0.0200

***

(2)
C21H47Br3N3O7PS as an isolated structure, computed with ωB97M-V/def2-TZVPD.

The geometry in ORCA input format:
```
! RIJCOSX wB97M-V def2-TZVPD def2/J DEFGRID3
* xyz 0 1
C -0.861 -1.828 3.411
C -1.122 -3.122 2.458
C -1.470 -2.753 0.948
C -0.230 -2.493 -0.022
C 1.062 -3.419 0.305
N 0.570 -4.838 0.255
O 0.265 -1.137 -0.046
C -0.507 -0.317 -0.980
C -0.095 -0.592 -2.499
C -0.472 1.268 -0.563
S -0.309 1.157 1.342
N 0.731 1.942 -1.096
C 0.782 3.399 -0.990
C 0.245 4.339 0.170
O 1.386 3.992 -1.929
C 2.026 1.373 -0.723
C 2.870 2.167 0.409
O 2.582 0.373 -1.208
N -1.756 1.977 -0.740
C -2.355 2.097 -2.045
Br -3.399 0.483 -2.712
C -1.468 2.594 -3.284
C -2.118 2.242 -4.734
Br -1.551 4.613 -3.225
P -2.819 2.015 0.664
O -2.594 3.554 1.438
Br -5.019 2.074 0.103
H -1.328 -0.933 2.892
H -1.468 -1.990 4.378
H 0.228 -1.700 3.705
H -0.297 -3.889 2.604
H -2.074 -3.606 2.897
H -2.124 -1.804 0.974
H -2.119 -3.579 0.496
H -0.563 -2.853 -1.070
H 1.874 -3.255 -0.489
H 1.481 -3.208 1.355
H 1.050 -5.406 0.962
H 0.714 -5.212 -0.693
H -1.597 -0.632 -0.767
H -0.975 -1.011 -3.111
H 0.667 -1.457 -2.469
H 0.434 0.263 -3.024
H 0.921 0.629 1.678
H 0.879 5.300 0.142
H -0.813 4.664 -0.104
H 0.351 3.925 1.221
H 2.202 2.610 1.218
H 3.722 1.528 0.806
H 3.358 3.041 -0.161
H -3.187 2.892 -1.963
H -0.411 2.195 -3.336
H -1.576 2.959 -5.458
H -3.217 2.517 -4.800
H -1.861 1.195 -5.089
H -1.917 3.425 2.136
C -4.903 -6.677 2.655
C -3.697 -6.410 3.534
O -3.977 -5.351 4.442
H -5.176 -5.778 2.096
H -4.699 -7.484 1.948
H -5.770 -6.951 3.262
H -2.838 -6.115 2.926
H -3.424 -7.302 4.106
H -4.731 -5.622 4.982
C 2.062 3.371 -6.159
C 3.272 3.647 -5.288
O 3.000 4.715 -4.393
H 1.788 4.263 -6.729
H 2.260 2.554 -6.858
H 1.195 3.106 -5.545
H 4.129 3.931 -5.903
H 3.544 2.760 -4.706
H 2.246 4.450 -3.847
C 5.198 1.062 4.435
C 3.752 0.795 4.802
O 2.988 0.528 3.631
H 5.270 1.912 3.752
H 5.794 1.274 5.326
H 5.632 0.200 3.919
H 3.316 1.665 5.297
H 3.672 -0.062 5.477
H 3.372 -0.247 3.202
*
```

## Properties
E_HOMO ... -8.70 eV
Orbital gap ... 8.57 eV

Löwdin atomic charge list, values in e, 4 entries: number 1, C, carries -0.1112; number 2, C, carries -0.2310; number 3, C, carries -0.1405; number 4, C, carries -0.3084

***

(3)
A 4-piece molecular cluster, C21H47INO6 overall, computed with ωB97M-V/def2-TZVPD.

The geometry in ORCA input format:
```
! RIJCOSX wB97M-V def2-TZVPD def2/J DEFGRID3
* xyz 1 1
C -0.663 -3.344 0.707
C -1.091 -2.036 -0.236
O -1.383 -0.942 0.747
C 0.213 -1.698 -1.179
C 0.002 -0.416 -2.196
N -0.315 0.891 -1.502
C 0.237 2.126 -2.179
C 0.374 2.025 -3.809
O 0.720 0.692 -4.327
C 1.246 -0.194 -3.260
C 1.733 -1.580 -4.015
C 3.274 -2.002 -3.553
O 4.176 -2.232 -4.516
I 3.955 -2.191 -1.475
H -0.411 -2.974 1.812
H 0.350 -3.818 0.294
H -1.525 -4.128 0.824
H -2.058 -2.341 -0.825
H -2.378 -0.802 0.813
H 0.425 -2.690 -1.808
H 1.130 -1.538 -0.436
H -0.943 -0.696 -2.870
H 0.152 0.838 -0.546
H -1.355 0.951 -1.286
H -0.533 3.012 -1.961
H 1.269 2.506 -1.722
H -0.563 2.473 -4.394
H 1.281 2.740 -4.111
H 2.224 0.254 -2.753
H 0.964 -2.466 -3.934
H 1.816 -1.327 -5.172
C 2.211 5.325 -1.380
C 0.985 5.845 -2.114
O 0.088 6.571 -1.277
C 0.612 7.738 -0.647
C 1.109 8.784 -1.630
H 1.912 4.682 -0.542
H 2.846 4.747 -2.059
H 2.815 6.136 -0.969
H 0.425 4.991 -2.508
H 1.271 6.451 -2.978
H 1.396 7.461 0.066
H -0.204 8.167 -0.057
H 1.932 8.411 -2.244
H 1.463 9.671 -1.095
H 0.303 9.084 -2.309
C 4.999 -4.906 4.337
C 3.688 -5.547 3.911
O 2.905 -4.722 3.052
C 3.504 -4.346 1.814
C 3.869 -5.530 0.935
H 4.811 -3.950 4.842
H 5.542 -5.566 5.022
H 5.650 -4.702 3.485
H 3.083 -5.734 4.804
H 3.859 -6.522 3.445
H 4.374 -3.705 1.995
H 2.770 -3.728 1.287
H 4.606 -6.181 1.410
H 4.288 -5.184 -0.015
H 2.982 -6.138 0.725
C -5.366 -0.363 4.322
C -5.133 0.297 2.972
O -5.174 -0.617 1.879
C -6.396 -1.327 1.690
C -7.589 -0.421 1.441
H -4.625 -1.152 4.496
H -5.290 0.376 5.126
H -6.354 -0.823 4.386
H -4.135 0.745 2.969
H -5.839 1.116 2.807
H -6.578 -1.996 2.538
H -6.252 -1.969 0.815
H -7.785 0.242 2.288
H -8.490 -1.017 1.265
H -7.412 0.213 0.565
*
```

## Properties
E_HOMO ... -11.53 eV
Orbital gap ... 8.49 eV

Löwdin atomic charge list, values in e, 4 entries: number 1, C, carries -0.0634; number 2, C, carries -0.3391; number 3, O, carries -0.1256; number 4, C, carries -0.1245

***

(4)
A 7-piece molecular cluster, C21H47N5O10S overall, computed with ωB97M-V/def2-TZVPD.

The geometry in ORCA input format:
```
! RIJCOSX wB97M-V def2-TZVPD def2/J DEFGRID3
* xyz -1 2
C 2.190 6.699 1.392
C 1.593 5.292 1.207
O 1.551 4.763 0.072
N 0.990 4.889 2.318
C -0.111 3.906 2.464
H 1.510 7.286 2.010
H 2.337 7.075 0.380
H 3.135 6.732 1.935
H 1.173 5.506 3.096
H -0.982 4.560 2.495
H -0.008 3.287 3.355
H -0.144 3.185 1.647
C -5.842 -1.928 -4.121
C -4.281 -2.156 -4.268
O -3.810 -3.307 -4.179
N -3.445 -1.073 -4.364
C -1.989 -1.287 -4.687
H -5.994 -1.857 -3.044
H -6.433 -2.767 -4.490
H -6.228 -0.986 -4.511
H -3.721 -0.106 -4.461
H -1.303 -0.541 -4.288
H -1.752 -1.274 -5.751
H -1.644 -2.128 -4.085
C 5.785 3.810 0.522
C 5.236 3.570 -0.955
O 6.136 3.177 -1.691
N 3.913 3.712 -1.292
C 3.570 3.255 -2.680
H 6.485 4.642 0.444
H 6.194 2.874 0.903
H 4.933 4.069 1.151
H 3.249 4.013 -0.593
H 3.857 2.212 -2.814
H 4.203 3.762 -3.407
H 2.553 3.508 -2.979
C -3.876 -1.333 1.894
C -5.071 -1.086 2.856
O -4.882 -0.148 3.632
N -6.155 -1.797 2.761
C -7.390 -1.715 3.496
H -3.481 -0.430 1.427
H -4.192 -1.970 1.068
H -3.049 -1.751 2.467
H -6.176 -2.481 2.018
H -7.356 -1.217 4.464
H -7.867 -2.695 3.527
H -8.052 -1.239 2.773
C 3.663 -3.279 1.231
C 4.582 -2.273 1.946
O 5.423 -2.698 2.759
N 4.522 -0.968 1.625
C 5.534 -0.032 1.958
H 4.086 -4.134 0.705
H 3.168 -2.833 0.368
H 2.778 -3.581 1.791
H 3.933 -0.502 0.950
H 6.399 -0.002 1.296
H 5.918 0.026 2.976
H 4.960 0.891 1.878
C -2.045 -4.226 0.407
C -2.531 -4.359 -1.042
O -1.299 -4.336 -1.674
S -0.160 -5.232 -0.977
O 1.207 -4.654 -1.028
O -0.355 -6.648 -1.170
O -0.826 -4.923 0.517
H -2.828 -4.691 1.006
H -1.954 -3.171 0.666
H -3.080 -3.459 -1.322
H -3.075 -5.294 -1.173
C 1.047 0.867 0.238
C 1.064 0.287 -1.117
C 0.352 -1.036 -0.829
O -0.379 -0.740 0.371
C -0.311 0.572 0.859
H 1.235 1.926 0.062
H 1.902 0.434 0.758
H 2.016 0.164 -1.633
H 0.363 0.850 -1.733
H 1.092 -1.795 -0.572
H -0.296 -1.428 -1.613
H -0.288 0.664 1.945
H -1.175 1.102 0.458
*
```

## Properties
E_HOMO (spin up / spin down) ... 0.31 / -6.66 eV
⟨S²⟩ ... 0.75
Orbital gap (spin up / spin down) ... 1.49 / 8.41 eV

Löwdin atomic charge list, values in e, 4 entries: number 1, C, carries -0.0085; number 2, C, carries -0.5280; number 3, O, carries -0.0167; number 4, N, carries 0.0066

***

(5)
C21H47O2P3Sm as an isolated structure, computed with ωB97M-V/def2-TZVPD.

The geometry in ORCA input format:
```
! RIJCOSX wB97M-V def2-TZVPD def2/J DEFGRID3
* xyz 3 6
Sm -0.341 -0.181 0.691
P 2.106 0.693 2.127
P -0.822 2.357 -0.641
P 1.944 -0.594 -1.027
H -1.510 -2.590 0.933
C -0.428 -2.707 0.712
C 0.562 -2.423 1.649
H 0.370 -2.356 2.733
C 1.855 1.057 3.906
C 2.825 2.306 1.620
C 3.620 -0.330 2.295
C -2.092 2.084 -1.957
C -1.660 3.748 0.216
C 0.341 3.221 -1.751
C 2.862 -2.179 -0.914
C 3.217 0.642 -1.438
C 1.197 -0.828 -2.667
H -0.239 -3.156 -0.270
H 1.626 -2.636 1.476
H 1.278 0.251 4.380
H 1.308 2.001 4.018
H 2.824 1.146 4.418
H 2.058 3.085 1.722
H 3.168 2.281 0.580
H 3.674 2.549 2.272
H 3.354 -1.287 2.761
H 4.323 0.197 2.954
H 4.098 -0.517 1.327
H -2.439 3.065 -2.322
H -2.949 1.555 -1.529
H -1.682 1.470 -2.772
H -2.041 4.424 -0.570
H -0.981 4.291 0.886
H -2.502 3.364 0.811
H -0.189 4.098 -2.155
H 0.635 2.573 -2.584
H 1.243 3.542 -1.223
H 3.233 -2.466 -1.908
H 2.184 -2.959 -0.544
H 3.695 -2.075 -0.210
H 3.740 0.324 -2.351
H 3.934 0.737 -0.615
H 2.737 1.616 -1.614
H 1.946 -1.190 -3.383
H 0.713 0.081 -3.045
H 0.412 -1.572 -2.534
C -1.630 -1.601 -4.052
C -2.648 -1.135 -4.916
C -3.026 -1.956 -5.986
C -2.420 -3.211 -6.149
C -1.274 -3.517 -5.413
C -0.786 -2.646 -4.445
O -1.516 -1.154 -2.717
H -2.412 -1.050 -2.332
H -3.165 -0.173 -4.735
H -3.807 -1.634 -6.689
H -2.847 -3.964 -6.836
H -0.747 -4.453 -5.604
H 0.174 -2.827 -3.976
C -2.841 1.634 3.693
C -1.398 1.327 3.378
O -1.249 -0.006 2.768
C -1.794 -1.132 3.625
C -1.107 -1.174 4.963
H -3.452 1.537 2.789
H -2.953 2.655 4.064
H -3.223 0.967 4.467
H -0.989 2.053 2.659
H -0.778 1.395 4.274
H -2.875 -0.978 3.708
H -1.638 -2.053 3.059
H -1.250 -0.250 5.525
H -1.523 -1.992 5.561
H -0.036 -1.370 4.852
*
```

## Properties
E_HOMO (spin up / spin down) ... -15.33 / -15.33 eV
⟨S²⟩ ... 8.78
Orbital gap (spin up / spin down) ... 4.03 / 4.31 eV

Löwdin atomic charge list, values in e, 4 entries: number 1, Sm, carries 1.3667; number 2, P, carries 0.7326; number 3, P, carries 0.7031; number 4, P, carries 0.7120

***

(6)
A 4-piece molecular cluster, C21H48B2BrI2O10 overall, computed with ωB97M-V/def2-TZVPD.

The geometry in ORCA input format:
```
! RIJCOSX wB97M-V def2-TZVPD def2/J DEFGRID3
* xyz -1 1
C 3.415 -1.948 2.090
B 2.930 -0.885 0.915
O 3.902 -0.468 -0.124
C 1.392 -0.303 0.916
O 0.599 -0.708 -0.291
B -0.574 0.206 -0.169
C -2.094 -0.407 -0.283
I -3.454 1.360 -0.319
C -2.571 -1.336 0.980
C -2.790 -0.488 2.395
I -1.349 -3.152 1.281
O -0.310 1.324 0.796
C 1.157 1.337 1.113
O 1.122 1.584 2.580
C 2.127 2.375 0.293
C 2.063 3.934 0.798
C 0.552 4.518 1.057
Br 3.298 4.178 2.397
H 3.278 -3.042 1.672
H 4.525 -1.693 2.393
H 2.723 -1.755 3.023
H 4.816 -0.328 0.302
H 0.959 -0.706 1.939
H -0.485 0.805 -1.204
H -2.241 -0.932 -1.322
H -3.659 -1.740 0.701
H -2.663 -1.286 3.258
H -3.937 -0.164 2.402
H -2.070 0.431 2.503
H 1.982 1.204 2.974
H 3.274 2.053 0.361
H 1.866 2.366 -0.869
H 2.556 4.585 -0.070
H 0.672 5.700 1.180
H -0.106 4.306 0.102
H 0.079 4.077 2.040
C -2.016 5.942 -4.116
O -0.875 5.105 -3.955
C -1.183 3.898 -3.250
C -1.379 2.722 -4.213
O -2.524 2.916 -5.048
C -2.175 3.406 -6.340
H -1.796 6.671 -4.901
H -2.907 5.382 -4.408
H -2.209 6.478 -3.180
H -2.061 4.035 -2.608
H -0.327 3.680 -2.602
H -1.564 1.817 -3.624
H -0.480 2.549 -4.817
H -1.816 2.580 -6.959
H -1.412 4.186 -6.295
H -3.072 3.827 -6.799
C 4.753 -3.192 -4.646
O 4.331 -1.891 -5.041
C 3.107 -1.919 -5.783
C 1.906 -1.573 -4.895
O 1.701 -2.564 -3.885
C 2.244 -2.175 -2.626
H 5.494 -3.084 -3.849
H 3.929 -3.801 -4.267
H 5.221 -3.698 -5.498
H 2.971 -2.891 -6.272
H 3.192 -1.159 -6.567
H 1.005 -1.561 -5.518
H 2.016 -0.578 -4.449
H 1.562 -1.477 -2.134
H 3.230 -1.714 -2.725
H 2.343 -3.069 -2.006
C -1.857 -4.761 5.489
O -1.486 -4.272 6.773
C -1.303 -2.853 6.783
C -2.537 -2.134 7.339
O -3.673 -2.314 6.489
C -4.544 -3.338 6.959
H -2.270 -5.766 5.612
H -2.613 -4.137 5.007
H -0.969 -4.820 4.850
H -1.048 -2.487 5.781
H -0.451 -2.645 7.440
H -2.329 -1.058 7.369
H -2.759 -2.459 8.361
H -5.164 -2.947 7.769
H -3.999 -4.218 7.309
H -5.192 -3.642 6.133
*
```

## Properties
E_HOMO ... -4.54 eV
Orbital gap ... 6.76 eV

Löwdin atomic charge list, values in e, 4 entries: number 1, C, carries -0.0513; number 2, B, carries -0.3294; number 3, O, carries 0.0094; number 4, C, carries -0.1369

***

| no. | strongest force on any atom (eV/A) | total energy (hartree) |
| --- | --- | --- |
| 1 | 0.2 | -2058.32157 |
| 2 | 4.2 | -9980.72740 |
| 3 | 9.0 | -1631.74117 |
| 4 | 4.5 | -2252.62390 |
| 5 | 3.5 | -2659.83367 |
| 6 | 4.0 | -4800.32731 |